1.
Computed, not measured: the molecule C3H11NSi at a distorted geometry, with wB97M-V/def2-TZVPD.

Atoms and positions in Å:
H  -2.396  -0.491  1.345
H  -0.091  2.661  -0.375
C  0.520  1.730  -0.640
Si  0.174  0.027  0.183
H  1.567  -0.563  1.978
C  -2.131  -0.243  0.346
H  -0.162  -0.232  2.409
H  1.563  1.897  -0.511
H  0.214  1.755  -1.745
H  -2.563  0.692  -0.014
H  -2.213  -1.152  -0.398
H  0.874  -2.346  -0.527
H  0.721  -1.266  -1.950
C  1.100  -1.378  -0.910
N  0.678  -0.052  1.816
H  2.146  -1.039  -1.008

Output
Largest force on an atom in eV/A: 4.82
LUMO in eV: 0.87
Gap between HOMO and LUMO in eV: 9.77
HOMO in eV: -8.91
Spin multiplicity: 1
SMILES: C[Si](C)(C)N
Total energy in Eh: -465.13471
Energy relative to the best compared isomer or geometry (same formula, charge and spin) in kJ/mol: 17.84

Here are the Löwdin charges for atoms 1 to 4, given in e: atom 1 (H): -0.049, atom 2 (H): 0.043, atom 3 (C): -0.229, atom 4 (Si): 0.565


2.
Computed, not measured: a cluster of 2 separate species, C3H11O in total at a distorted geometry, with wB97M-V/def2-TZVPD.

Atoms and positions in Å:
H  0.873  1.145  1.276
H  0.583  1.381  -0.426
O  2.443  -0.598  -1.334
H  -1.735  1.497  0.143
H  -2.903  -0.519  0.055
C  -1.865  -0.665  0.332
H  2.267  -1.387  -1.881
C  -1.216  0.692  0.661
H  -1.819  -1.350  1.171
H  0.690  -0.230  0.248
H  1.851  0.111  -0.953
H  -1.359  -1.094  -0.534
C  0.275  0.770  0.451
H  3.333  -0.668  -0.920
H  -1.417  0.913  1.711

Output
Largest force on an atom in eV/A: 2.13
LUMO in eV: -4.99
Gap between HOMO and LUMO in eV: 9.99
Total charge: +1
HOMO in eV: -14.99
Spin multiplicity: 1
Total energy in Eh: -195.79847
Energy relative to the best compared isomer or geometry (same formula, charge and spin) in kJ/mol: 46.90

Here are the Löwdin charges for atoms 1 to 4, given in e: atom 1 (H): 0.088, atom 2 (H): 0.085, atom 3 (O): 0.310, atom 4 (H): 0.108


3.
Computed, not measured: a cluster of 2 separate species, C3H11O in total at a distorted geometry, with wB97M-V/def2-TZVPD.

Atoms and positions in Å:
H  -0.777  -0.967  0.880
C  0.108  -0.342  0.983
H  -2.094  -0.024  -1.500
O  -1.166  0.013  -1.625
C  1.324  -0.795  0.084
H  1.306  -0.292  -0.894
H  0.440  -0.793  1.928
H  -0.956  0.307  -0.700
H  -0.942  -0.965  -1.869
H  0.534  1.723  1.819
H  0.584  1.583  0.052
H  2.299  -0.382  0.610
H  1.344  -1.907  0.087
H  -1.004  1.572  0.858
C  0.000  1.144  0.888

Output
Largest force on an atom in eV/A: 3.26
LUMO (alpha / beta) in eV: -9.07 / -15.55
Gap between HOMO and LUMO (alpha / beta) in eV: 13.51 / 7.12
⟨S²⟩: 0.7530
Total charge: +2
HOMO (alpha / beta) in eV: -22.59 / -22.67
Spin multiplicity: 2
Total energy in Eh: -195.20747
Energy relative to the best compared isomer or geometry (same formula, charge and spin) in kJ/mol: 204.06

Here are the Löwdin charges for atoms 1 to 4, given in e: atom 1 (H): 0.151, atom 2 (C): -0.182, atom 3 (H): 0.171, atom 4 (O): 0.331


4.
Computed, not measured: a cluster of 3 separate species, C3H11O2S in total at a distorted geometry, with wB97M-V/def2-TZVPD.

Atoms and positions in Å:
H  -0.911  -0.044  -1.860
H  2.936  0.877  -1.060
H  -0.304  0.524  1.088
S  0.626  1.750  -1.297
O  -1.622  -0.525  -1.415
H  -2.848  -0.200  0.088
H  2.122  1.262  1.089
H  2.541  -0.404  1.259
C  0.437  -0.271  0.981
H  0.055  -1.012  0.288
H  -3.174  -0.282  1.561
C  1.807  0.277  0.721
H  1.979  -0.482  -1.382
C  1.943  0.533  -0.802
O  -3.532  -0.519  0.700
H  -2.405  -0.712  -1.938
H  0.349  -0.771  1.977

Output
Largest force on an atom in eV/A: 2.74
LUMO (alpha / beta) in eV: 0.70 / -2.33
Gap between HOMO and LUMO (alpha / beta) in eV: 10.53 / 7.11
⟨S²⟩: 0.7529
HOMO (alpha / beta) in eV: -9.83 / -9.44
Spin multiplicity: 2
Total energy in Eh: -669.49104
Energy relative to the best compared isomer or geometry (same formula, charge and spin) in kJ/mol: 61.62

Here are the Löwdin charges for atoms 1 to 4, given in e: atom 1 (H): -0.043, atom 2 (H): 0.051, atom 3 (H): 0.058, atom 4 (S): 0.684


5.
Computed, not measured: a cluster of 3 separate species, C3H11O3 in total at a distorted geometry, with wB97M-V/def2-TZVPD.

Atoms and positions in Å:
H  -0.765  -0.704  -1.312
H  -0.249  1.151  1.464
C  1.094  -0.051  -2.154
H  -2.668  -0.395  2.554
H  1.428  -1.058  -2.360
C  0.710  -0.806  0.375
H  2.073  0.462  -1.740
O  -2.424  -0.567  1.651
O  -0.628  2.087  1.538
H  -0.257  0.744  -0.702
H  0.731  0.214  -3.165
H  -1.325  -0.561  1.706
O  0.163  -0.304  1.518
H  -0.480  2.573  0.757
H  1.848  -0.648  0.229
C  0.150  -0.209  -0.901
H  0.600  -1.929  0.543

Output
Largest force on an atom in eV/A: 3.41
LUMO in eV: 3.96
Gap between HOMO and LUMO in eV: 7.95
Total charge: -1
HOMO in eV: -3.99
Spin multiplicity: 1
Total energy in Eh: -346.60933
Energy relative to the best compared isomer or geometry (same formula, charge and spin) in kJ/mol: 113.21

Here are the Löwdin charges for atoms 1 to 4, given in e: atom 1 (H): 0.110, atom 2 (H): -0.041, atom 3 (C): -0.138, atom 4 (H): -0.030


6.
Computed, not measured: a cluster of 3 separate species, C3H11O3 in total at a distorted geometry, with wB97M-V/def2-TZVPD.

Atoms and positions in Å:
H  -1.355  -0.122  -1.303
H  1.404  1.337  -1.014
H  1.698  -1.851  0.599
C  0.658  0.510  -0.881
H  -2.057  0.880  1.238
O  -0.669  1.207  -1.180
H  -2.173  -0.991  -2.402
H  1.013  -0.145  -1.632
O  -1.654  1.747  1.226
H  0.191  0.652  1.308
O  -1.716  -1.083  -1.500
H  -1.274  1.611  0.208
H  1.595  -1.350  2.164
C  1.658  -0.942  1.170
H  -0.386  -0.839  0.443
C  0.484  -0.150  0.547
H  2.583  -0.469  1.010

Output
Largest force on an atom in eV/A: 4.05
LUMO in eV: 4.12
Gap between HOMO and LUMO in eV: 8.25
Total charge: -1
HOMO in eV: -4.13
Spin multiplicity: 1
Total energy in Eh: -346.60736
Energy relative to the best compared isomer or geometry (same formula, charge and spin) in kJ/mol: 118.36

Here are the Löwdin charges for atoms 1 to 4, given in e: atom 1 (H): -0.043, atom 2 (H): 0.089, atom 3 (H): 0.048, atom 4 (C): -0.275


7.
Computed, not measured: a cluster of 3 separate species, C3H11O3S in total at a distorted geometry, with wB97M-V/def2-TZVPD.

Atoms and positions in Å:
H  -2.095  -0.078  2.162
H  -0.764  2.272  -0.036
H  1.343  0.934  1.153
S  0.948  -0.688  -2.754
H  0.087  2.669  -1.132
H  0.247  0.467  -2.663
C  1.324  -0.920  0.092
H  1.566  -1.914  0.663
C  0.376  -1.184  -1.051
O  -0.446  0.595  0.334
C  0.590  0.147  1.005
H  -2.253  -0.808  0.976
H  2.335  -0.434  -0.349
O  -0.542  3.168  -0.477
O  -2.621  -0.742  1.931
H  0.212  -2.267  -0.983
H  -0.574  -0.717  -0.817
H  0.267  -0.498  1.944

Output
Largest force on an atom in eV/A: 6.66
LUMO in eV: 3.28
Gap between HOMO and LUMO in eV: 7.31
Total charge: -1
HOMO in eV: -4.03
Spin multiplicity: 1
Total energy in Eh: -744.77437
Energy relative to the best compared isomer or geometry (same formula, charge and spin) in kJ/mol: 179.21

Here are the Löwdin charges for atoms 1 to 4, given in e: atom 1 (H): -0.082, atom 2 (H): 0.004, atom 3 (H): 0.087, atom 4 (S): 0.616


8.
Computed, not measured: a cluster of 2 separate species, C3H11P3 in total at a distorted geometry, with wB97M-V/def2-TZVPD.

Atoms and positions in Å:
H  -0.018  -1.859  0.438
H  -1.534  -0.477  -1.786
H  -2.638  1.089  1.342
H  -0.171  0.820  -2.070
H  0.057  -0.962  -1.955
C  -0.646  -0.999  0.595
H  2.617  -0.499  -1.211
H  0.896  0.907  1.695
H  -0.960  2.102  1.235
P  1.243  1.050  0.338
H  -1.649  -1.166  0.412
H  3.644  -0.502  0.558
P  2.283  -0.801  0.204
C  -0.465  -0.099  -1.620
C  -0.223  0.178  -0.182
H  -0.424  -0.744  1.623
P  -2.011  1.959  0.385

Output
Largest force on an atom in eV/A: 3.20
LUMO in eV: -0.39
Gap between HOMO and LUMO in eV: 7.80
HOMO in eV: -8.19
Spin multiplicity: 1
Total energy in Eh: -1144.80813
Energy relative to the best compared isomer or geometry (same formula, charge and spin) in kJ/mol: 214.93

Here are the Löwdin charges for atoms 1 to 4, given in e: atom 1 (H): 0.026, atom 2 (H): 0.109, atom 3 (H): -0.177, atom 4 (H): 0.052